A cluster of 2 separate species, CH4Cl2OSi in total, computed with wB97M-V/def2-TZVPD.

XYZ file:
```
9
Properties=species:S:1:pos:R:3
Cl 1.158 2.412 -2.264
Cl 1.486 -1.946 0.756
Si 0.629 -0.213 0.257
O 1.365 1.111 0.047
C -1.198 -0.738 0.484
H -1.819 -0.119 1.106
H -1.724 -0.859 -0.432
H -1.262 -1.710 1.078
H 1.364 2.063 -1.033
```

**⟨S²⟩**: 2.01
**Multiplicity**: 3
**Frontier orbital gap (spin up / spin down)**: 5.865 / 6.224 eV
**Lowest unoccupied orbital energy (spin up / spin down)**: 0.0150 / -5.2253 eV
**HOMO (spin up / spin down)**: -5.85 / -11.45 eV
**ΔE to the lowest compared entry with this formula, charge and spin**: 155.0 kJ/mol

A structure of composition CH4ClN2OS, computed with wB97M-V/def2-TZVPD.

XYZ file:
```
10
Properties=species:S:1:pos:R:3
Cl -1.602 1.024 -1.081
S -1.763 -0.392 0.557
O -1.738 -1.699 0.011
N 0.651 1.150 1.027
N 1.119 -1.070 -0.854
C -0.045 0.239 0.478
H 1.050 -0.518 -1.707
H 0.453 -1.841 -0.898
H 0.266 1.776 1.738
H 1.609 1.332 0.728
```

**⟨S²⟩**: 2.01
**Multiplicity**: 3
**Frontier orbital gap (spin up / spin down)**: 7.790 / 7.849 eV
**Lowest unoccupied orbital energy (spin up / spin down)**: -5.6667 / -7.7633 eV
**HOMO (spin up / spin down)**: -13.46 / -15.61 eV
**Total charge**: +1
**ΔE to the lowest compared entry with this formula, charge and spin**: 151.7 kJ/mol

A structure of composition CH4ClN3S, computed with wB97M-V/def2-TZVPD.

XYZ file:
```
10
Properties=species:S:1:pos:R:3
Cl -1.656 1.449 -2.026
S -0.330 -1.266 -0.828
N 1.094 0.975 0.514
N 0.450 1.108 -0.587
N 0.144 -1.261 0.731
C -0.844 0.935 -0.618
H 2.075 0.804 0.198
H -0.533 -1.634 1.304
H 1.011 -1.851 0.985
H -1.412 0.739 0.326
```

**Frontier orbital gap**: 8.220 eV
**Lowest unoccupied orbital energy**: -0.4666 eV
**HOMO**: -8.69 eV
**ΔE to the lowest compared entry with this formula, charge and spin**: 177.0 kJ/mol

An isolated molecule of CH4ClNO, computed with wB97M-V/def2-TZVPD.

XYZ file:
```
8
Properties=species:S:1:pos:R:3
Cl -2.019 0.387 0.211
O -0.296 -1.411 0.248
N 0.732 0.773 0.279
C -0.407 -0.148 -0.280
H 0.817 1.556 -0.415
H -0.403 -0.108 -1.343
H 0.090 -1.155 1.137
H 1.486 0.106 0.164
```

**Frontier orbital gap**: 11.541 eV
**Lowest unoccupied orbital energy**: 0.7843 eV
**HOMO**: -10.76 eV
**ΔE to the lowest compared entry with this formula, charge and spin**: 109.5 kJ/mol

A structure of composition CH4ClNO, computed with wB97M-V/def2-TZVPD.

XYZ file:
```
8
Properties=species:S:1:pos:R:3
Cl -0.287 0.774 -1.839
O 0.949 1.063 0.393
N -0.112 -0.980 0.177
C -0.168 0.423 -0.018
H -0.532 -1.289 1.011
H 1.793 0.659 0.062
H -1.232 0.972 0.771
H -0.411 -1.624 -0.556
```

**Frontier orbital gap**: 11.004 eV
**Lowest unoccupied orbital energy**: 0.9234 eV
**HOMO**: -10.08 eV
**ΔE to the lowest compared entry with this formula, charge and spin**: 179.3 kJ/mol

A structure of composition CH4CsO, computed with wB97M-V/def2-TZVPD.

XYZ file:
```
7
Properties=species:S:1:pos:R:3
Cs -2.988 -1.223 0.584
O -0.115 -0.403 0.576
C 0.560 0.529 -0.270
H 1.571 0.759 0.068
H 0.354 -1.241 0.573
H 0.593 0.099 -1.271
H 0.024 1.479 -0.259
```

**⟨S²⟩**: 0.75
**Multiplicity**: 2
**Frontier orbital gap (spin up / spin down)**: 16.068 / 8.872 eV
**Lowest unoccupied orbital energy (spin up / spin down)**: -8.4054 / -15.4081 eV
**HOMO (spin up / spin down)**: -24.47 / -24.28 eV
**Total charge**: +2
**ΔE to the lowest compared entry with this formula, charge and spin**: 24.4 kJ/mol

An isolated molecule of CH4F2NP, computed with wB97M-V/def2-TZVPD.

XYZ file:
```
9
Properties=species:S:1:pos:R:3
P 0.474 1.441 -0.759
F -0.715 0.686 1.653
F -1.628 0.070 -0.351
N 0.491 -1.163 0.369
C -0.490 0.303 0.346
H 1.428 0.508 -0.883
H 0.932 -1.012 1.168
H -0.243 0.973 -1.898
H -0.248 -1.807 0.356
```

**Frontier orbital gap**: 10.743 eV
**Lowest unoccupied orbital energy**: 0.9594 eV
**HOMO**: -9.78 eV
**ΔE to the lowest compared entry with this formula, charge and spin**: 369.8 kJ/mol

A structure of composition CH4F2OSi, computed with wB97M-V/def2-TZVPD.

XYZ file:
```
9
Properties=species:S:1:pos:R:3
Si -1.019 -0.291 2.346
F -2.515 0.040 1.851
F -0.786 0.336 3.767
O 0.159 0.957 0.912
C 0.294 0.488 -0.476
H 1.117 1.114 -0.809
H -0.591 0.883 -1.097
H -1.043 -1.656 2.214
H 0.627 -0.536 -0.353
```

**Frontier orbital gap**: 10.045 eV
**Lowest unoccupied orbital energy**: 0.2731 eV
**HOMO**: -9.77 eV
**ΔE to the lowest compared entry with this formula, charge and spin**: 245.5 kJ/mol

A cluster of 2 separate species, CH4F2Si in total, computed with wB97M-V/def2-TZVPD.

XYZ file:
```
8
Properties=species:S:1:pos:R:3
Si 0.056 0.122 0.795
F -1.435 0.155 1.414
F 0.109 -2.610 1.405
C 0.064 0.440 -1.146
H 0.997 0.448 1.876
H 1.067 0.631 -1.580
H -0.679 1.239 -1.088
H -0.179 -0.425 -1.677
```

**Frontier orbital gap**: 8.568 eV
**Lowest unoccupied orbital energy**: -1.1516 eV
**HOMO**: -9.72 eV
**ΔE to the lowest compared entry with this formula, charge and spin**: 469.4 kJ/mol

A structure of composition CH4F3N2O4PS, computed with wB97M-V/def2-TZVPD.

XYZ file:
```
16
Properties=species:S:1:pos:R:3
S -1.162 -1.212 -0.502
P 0.586 0.295 1.122
F -0.378 1.007 -1.545
F -1.346 -0.041 -3.217
F 0.595 -0.816 -2.366
O -2.280 -0.432 0.019
O 1.096 -0.119 2.658
O -0.599 1.249 1.489
O -1.386 -2.531 -0.935
N 0.233 -1.120 0.312
N 1.843 1.131 0.563
C -0.582 -0.299 -2.074
H 1.868 1.960 1.062
H 1.867 1.107 -0.421
H 1.186 -1.099 2.643
H -1.539 0.920 1.193
```

**Frontier orbital gap**: 11.659 eV
**Lowest unoccupied orbital energy**: 0.3611 eV
**HOMO**: -11.30 eV
**ΔE to the lowest compared entry with this formula, charge and spin**: 79.2 kJ/mol

An isolated molecule of CH4FINP, computed with wB97M-V/def2-TZVPD.

XYZ file:
```
9
Properties=species:S:1:pos:R:3
I -2.686 0.923 -0.019
P -1.025 -0.658 -0.825
F -1.518 -2.033 -0.141
N 0.269 -0.572 0.203
C 0.929 0.651 0.080
H 0.157 1.389 -0.246
H 1.869 0.581 -0.555
H 1.137 1.128 1.026
H 0.867 -1.408 0.477
```

**Frontier orbital gap**: 9.052 eV
**Lowest unoccupied orbital energy**: 0.3513 eV
**HOMO**: -8.70 eV
**ΔE to the lowest compared entry with this formula, charge and spin**: 28.8 kJ/mol

A cluster of 2 separate species, CH4FN2O in total, computed with wB97M-V/def2-TZVPD.

XYZ file:
```
9
Properties=species:S:1:pos:R:3
F -1.711 0.578 -1.261
O 1.243 2.272 -0.106
N -1.033 -1.292 -0.245
N 1.238 1.077 0.329
C -0.903 -0.014 -0.504
H 1.432 0.341 -0.245
H 0.803 2.901 0.466
H -0.264 -1.827 0.211
H -1.909 -1.779 -0.271
```

**Frontier orbital gap (spin up / spin down)**: 8.936 / 7.766 eV
**Lowest unoccupied orbital energy (spin up / spin down)**: -6.3892 / -7.0220 eV
**HOMO (spin up / spin down)**: -15.33 / -14.79 eV
**Total charge**: +1
**ΔE to the lowest compared entry with this formula, charge and spin**: 418.5 kJ/mol

A cluster of 2 separate species, CH4FPS2 in total, computed with wB97M-V/def2-TZVPD.

XYZ file:
```
9
Properties=species:S:1:pos:R:3
S 1.417 -0.081 -0.576
S -0.189 3.180 0.184
P 0.282 2.838 -1.702
F 1.976 2.731 -2.126
C 2.442 -0.144 -2.038
H 2.546 -0.152 0.128
H 3.283 -0.899 -1.852
H 2.992 0.882 -1.854
H 1.767 -0.095 -2.788
```

**Frontier orbital gap**: 7.194 eV
**Lowest unoccupied orbital energy**: -1.6159 eV
**HOMO**: -8.81 eV
**ΔE to the lowest compared entry with this formula, charge and spin**: 239.9 kJ/mol

A structure of composition CH4I2O, computed with wB97M-V/def2-TZVPD.

XYZ file:
```
8
Properties=species:S:1:pos:R:3
I 0.000 0.000 0.000
I 3.163 -1.698 -0.973
O 5.346 -5.661 -2.017
C 2.170 -0.147 0.163
H 2.457 0.759 -0.407
H 2.498 -0.004 1.210
H 4.384 -5.729 -1.818
H 5.598 -4.759 -1.716
```

**Frontier orbital gap**: 9.107 eV
**Lowest unoccupied orbital energy**: -0.6332 eV
**HOMO**: -9.74 eV
**ΔE to the lowest compared entry with this formula, charge and spin**: 7.3 kJ/mol

A cluster of 2 separate species, CH4IN2 in total, computed with wB97M-V/def2-TZVPD.

XYZ file:
```
8
Properties=species:S:1:pos:R:3
I -1.108 2.389 -0.133
N -1.068 -0.678 0.063
N 1.546 -0.172 0.147
C -0.606 0.495 0.075
H 2.122 0.618 0.443
H -0.487 -1.446 0.180
H 1.728 -0.399 -0.843
H -2.125 -0.808 0.067
```

**Frontier orbital gap**: 8.443 eV
**Lowest unoccupied orbital energy**: -5.9311 eV
**HOMO**: -14.37 eV
**Total charge**: +1
**ΔE to the lowest compared entry with this formula, charge and spin**: 422.8 kJ/mol

A cluster of 2 separate species, CH4INOS in total, computed with wB97M-V/def2-TZVPD.

XYZ file:
```
9
Properties=species:S:1:pos:R:3
I 2.582 2.223 0.062
S -0.386 -1.624 -0.934
O -1.433 0.507 0.034
N 1.290 0.641 0.134
C -1.647 -0.676 -0.441
H -2.700 -0.873 -0.366
H -0.321 0.647 -0.061
H 1.232 0.165 1.020
H 1.548 -0.165 -0.397
```

**Frontier orbital gap**: 8.368 eV
**Lowest unoccupied orbital energy**: -0.5185 eV
**HOMO**: -8.89 eV
**ΔE to the lowest compared entry with this formula, charge and spin**: 6.9 kJ/mol

A cluster of 2 separate species, CH4INS in total, computed with wB97M-V/def2-TZVPD.

XYZ file:
```
8
Properties=species:S:1:pos:R:3
I -0.632 -2.526 0.775
S 1.777 2.706 1.209
N 2.070 1.694 0.135
C -1.431 -0.914 -0.363
H -0.477 -0.268 -0.481
H -1.820 -1.205 -1.484
H 2.766 0.934 0.079
H -2.253 -0.421 0.129
```

**Frontier orbital gap (spin up / spin down)**: 7.446 / 7.436 eV
**Lowest unoccupied orbital energy (spin up / spin down)**: -0.9825 / -0.9962 eV
**HOMO (spin up / spin down)**: -8.43 / -8.43 eV
**ΔE to the lowest compared entry with this formula, charge and spin**: 220.7 kJ/mol

A structure of composition CH4IO2PS, computed with wB97M-V/def2-TZVPD.

XYZ file:
```
10
Properties=species:S:1:pos:R:3
I 3.092 -0.246 -0.327
S -0.245 -2.135 -0.804
P -0.966 -1.472 0.873
O -0.285 0.653 0.953
O -1.215 1.436 -0.946
C -0.771 1.520 0.253
H -0.019 -1.769 1.787
H -0.974 0.503 -1.223
H 2.217 -0.920 -1.378
H -0.834 2.431 0.813
```

**Frontier orbital gap**: 7.824 eV
**Lowest unoccupied orbital energy**: -0.5315 eV
**HOMO**: -8.36 eV
**ΔE to the lowest compared entry with this formula, charge and spin**: 24.5 kJ/mol

A cluster of 3 separate species, CH4IO2PS in total, computed with wB97M-V/def2-TZVPD.

XYZ file:
```
10
Properties=species:S:1:pos:R:3
I 0.746 -2.895 1.428
S -2.412 0.818 0.163
P -1.072 0.131 1.422
O 0.185 1.492 -1.953
O 0.974 0.211 -0.203
C 1.081 0.664 -1.358
H -1.843 -0.804 2.149
H 1.038 -1.412 1.759
H -0.645 1.449 -1.441
H 1.947 0.348 -1.967
```

**Frontier orbital gap**: 7.501 eV
**Lowest unoccupied orbital energy**: -1.4450 eV
**HOMO**: -8.95 eV
**ΔE to the lowest compared entry with this formula, charge and spin**: 21.1 kJ/mol

A structure of composition CH4IO2PS, computed with wB97M-V/def2-TZVPD.

XYZ file:
```
10
Properties=species:S:1:pos:R:3
I -2.149 1.219 0.192
S -0.451 -0.424 -0.700
P -1.541 -2.041 0.196
O 0.844 0.789 0.910
O -0.791 -0.281 -2.075
C 1.571 1.584 0.297
H -0.621 -1.714 1.239
H 1.508 2.706 0.379
H 2.124 1.205 -0.583
H -0.494 -3.042 0.145
```

**Frontier orbital gap**: 7.886 eV
**Lowest unoccupied orbital energy**: -1.0249 eV
**HOMO**: -8.91 eV
**ΔE to the lowest compared entry with this formula, charge and spin**: 245.2 kJ/mol

The evaluated DFT total energy for the records listed, in turn: -1325.48718; -1083.12676; -1063.01366; -630.66833; -630.64178; -135.11329; -636.25912; -605.01424; -529.67150; -1490.17986; -834.20063; -324.64165; -1278.06578; -711.10096; -447.29599; -866.33010; -791.03233; -1228.17632; -1228.17762; -1228.09226 hartree.